Entry from OMol25: C27H20BCl4N9O3Tl as an isolated structure in a non-equilibrium geometry (wB97M-V/def2-TZVPD).

Last column: Mulliken charge in e.
Geometry (Å):
Tl (1.02, -0.49, -0.03)  2.084
O (2.40, 3.33, 0.91)  -0.808
C (1.89, 2.21, 0.94)  0.527
N (1.26, 1.62, -0.03)  0.044
C (1.15, 2.40, -1.26)  -1.219
C (-0.26, 2.88, -1.50)  0.665
C (-0.92, 2.23, -2.49)  -0.322
C (-2.16, 2.56, -2.89)  -0.313
C (-2.81, 3.63, -2.20)  -0.628
C (-2.07, 4.25, -1.18)  -0.323
N (-0.84, 3.89, -0.83)  -0.407
C (1.94, 1.45, 2.25)  0.307
C (2.47, 2.11, 3.38)  -0.740
C (2.39, 1.51, 4.58)  -0.369
C (1.71, 0.33, 4.66)  -0.904
C (1.30, -0.35, 3.50)  -0.084
N (1.46, 0.20, 2.33)  0.103
H (1.84, 3.29, -1.14)  0.577
H (1.49, 1.84, -2.14)  0.263
H (-0.36, 1.47, -3.06)  0.246
H (-2.76, 1.92, -3.59)  0.340
H (-3.81, 3.89, -2.44)  0.438
H (-2.50, 5.03, -0.55)  0.404
H (2.90, 3.11, 3.24)  0.434
H (2.78, 2.02, 5.43)  0.439
H (1.50, -0.13, 5.61)  0.418
H (0.81, -1.32, 3.59)  0.366
C (-2.09, -1.17, -3.13)  -1.686
C (-0.80, -0.92, -2.66)  -0.386
N (-0.86, -0.72, -1.34)  0.511
N (-2.12, -0.86, -0.97)  -0.357
C (-2.88, -1.16, -2.00)  0.123
B (-2.64, -0.82, 0.47)  0.141
N (-1.82, -1.85, 1.29)  -0.093
C (-2.14, -2.66, 2.29)  -0.165
C (-1.09, -3.41, 2.72)  -1.090
C (-0.02, -3.03, 1.90)  -0.394
N (-0.49, -2.14, 1.03)  0.133
N (-2.55, 0.59, 1.08)  -0.210
C (-3.57, 1.40, 1.48)  -0.287
C (-2.98, 2.49, 2.04)  -1.270
C (-1.63, 2.32, 1.91)  -0.289
N (-1.40, 1.15, 1.31)  0.677
H (-2.38, -1.45, -4.15)  0.384
H (0.20, -0.82, -3.13)  0.733
H (-3.95, -1.34, -1.75)  0.364
H (-3.83, -1.17, 0.41)  -0.218
H (-3.20, -2.68, 2.66)  0.386
H (-0.98, -4.12, 3.54)  0.398
H (0.97, -3.40, 1.68)  0.571
H (-4.62, 1.02, 1.30)  0.385
H (-3.51, 3.35, 2.47)  0.340
H (-0.83, 2.83, 2.42)  0.402
Cl (4.47, -5.85, -2.60)  -0.247
C (3.77, -4.34, -2.46)  0.388
C (3.69, -3.50, -3.55)  0.170
Cl (4.19, -3.85, -5.18)  -0.234
C (3.19, -2.19, -3.39)  0.073
Cl (3.21, -1.06, -4.74)  -0.245
C (2.73, -1.67, -2.17)  -0.363
O (2.16, -0.52, -1.99)  -0.530
C (2.82, -2.55, -1.05)  0.026
O (2.35, -2.14, 0.13)  -0.778
C (3.32, -3.83, -1.20)  0.340
Cl (3.48, -4.83, 0.22)  -0.241

Values from the calculation:
Total charge: -1
HOMO energy: -4.70 eV
Relative energy (zero: lowest compared OMol25 entry of this formula, charge and spin): 0.0 kJ/mol
Largest force on an atom: 3.74 eV/Å
Orbital gap: 7.1 eV
LUMO energy: 2.41 eV